Computed, not measured: C32H51CoN3O2P2S3 as an isolated structure in a non-equilibrium geometry, with wB97M-V/def2-TZVPD.

Last column: Löwdin charge in e.
Cartesian coordinates (Å):
Co (-0.46, 1.13, -0.65)  0.263
S (-1.07, 3.14, -1.82)  0.702
C (-0.94, 4.47, -0.75)  -0.677
C (-1.25, 5.76, -1.23)  -0.137
C (-1.37, 6.79, -0.38)  -0.070
C (-1.12, 6.63, 1.01)  -0.074
C (-0.75, 5.43, 1.52)  -0.118
C (-0.64, 4.27, 0.65)  -0.652
S (0.00, 2.82, 1.31)  0.719
H (-1.37, 5.93, -2.30)  0.108
H (-1.57, 7.78, -0.74)  0.108
H (-1.27, 7.49, 1.67)  0.117
H (-0.63, 5.40, 2.58)  0.094
C (-3.56, -0.12, -2.22)  -0.174
C (-3.99, 0.25, -0.83)  -0.367
P (-2.52, 0.24, 0.34)  0.969
C (-3.03, 1.24, 1.80)  -0.415
C (-4.39, 0.92, 2.43)  -0.132
C (-2.30, -1.47, 1.04)  -0.376
C (-3.45, -2.46, 1.00)  -0.142
H (-4.36, -0.12, -2.95)  0.076
H (-3.07, -1.06, -2.25)  0.055
H (-2.86, 0.63, -2.62)  0.040
H (-4.78, -0.39, -0.50)  0.067
H (-4.34, 1.31, -0.83)  0.104
H (-2.94, 2.29, 1.55)  0.058
H (-2.23, 1.13, 2.52)  0.045
H (-5.21, 1.18, 1.74)  0.075
H (-4.68, 1.54, 3.29)  0.074
H (-4.50, -0.14, 2.66)  0.061
H (-1.99, -1.32, 2.11)  0.095
H (-1.45, -1.85, 0.48)  0.041
H (-4.36, -2.05, 1.45)  0.061
H (-3.22, -3.32, 1.64)  0.074
H (-3.70, -2.84, 0.02)  0.069
O (1.00, 0.00, 0.39)  -0.668
S (1.93, 0.11, 1.65)  1.019
C (0.83, -0.19, 3.07)  -0.283
C (1.53, 0.20, 4.32)  -0.283
C (1.86, -0.76, 5.30)  -0.044
C (2.45, -0.35, 6.49)  -0.078
C (2.85, 0.97, 6.64)  -0.072
C (2.56, 1.91, 5.65)  -0.055
C (1.93, 1.52, 4.48)  -0.053
C (2.86, -1.51, 1.64)  -0.227
C (1.98, -2.72, 1.75)  -0.296
C (1.82, -3.38, 2.93)  -0.061
C (0.92, -4.45, 2.97)  -0.070
C (0.21, -4.87, 1.87)  -0.067
C (0.39, -4.19, 0.65)  -0.063
C (1.28, -3.12, 0.61)  -0.054
H (0.54, -1.26, 3.08)  0.097
H (-0.01, 0.49, 2.90)  0.055
H (1.51, -1.79, 5.23)  0.103
H (2.48, -1.09, 7.29)  0.113
H (3.22, 1.32, 7.63)  0.121
H (2.77, 2.95, 5.76)  0.105
H (1.67, 2.21, 3.76)  0.055
H (3.58, -1.43, 2.48)  0.110
H (3.42, -1.44, 0.69)  0.101
H (2.40, -3.24, 3.86)  0.124
H (0.74, -4.97, 3.90)  0.109
H (-0.48, -5.66, 1.98)  0.098
H (-0.03, -4.57, -0.31)  0.113
H (1.32, -2.54, -0.29)  0.084
C (-0.55, 0.60, -5.33)  -0.077
N (0.25, -0.53, -4.80)  -0.283
C (0.65, -1.48, -5.85)  -0.082
P (0.88, -0.48, -3.27)  0.573
O (-0.16, 0.02, -2.28)  -0.368
N (1.45, -1.97, -2.96)  -0.308
C (0.42, -2.99, -2.75)  -0.094
C (2.81, -2.45, -3.19)  -0.076
N (2.17, 0.58, -3.24)  -0.298
C (2.70, 0.93, -1.96)  -0.108
C (2.64, 1.36, -4.35)  -0.087
H (-0.81, 0.34, -6.35)  0.075
H (0.01, 1.59, -5.30)  0.095
H (-1.50, 0.76, -4.76)  0.085
H (-0.20, -1.93, -6.39)  0.101
H (1.14, -2.25, -5.30)  0.044
H (1.32, -1.06, -6.57)  0.082
H (0.93, -3.81, -2.25)  0.073
H (-0.07, -3.38, -3.67)  0.098
H (-0.35, -2.67, -2.07)  0.066
H (3.39, -1.56, -3.49)  0.089
H (2.84, -3.13, -4.00)  0.064
H (3.19, -2.97, -2.26)  0.107
H (2.33, 0.26, -1.21)  0.028
H (2.40, 1.94, -1.72)  0.090
H (3.78, 0.83, -1.86)  0.100
H (2.16, 1.04, -5.25)  0.063
H (3.68, 1.26, -4.47)  0.075
H (2.39, 2.41, -4.19)  0.096

Output
Molecular weight in g mol⁻¹: 726.9
Spin multiplicity: 5
Charge: +1
<S²>: 6.027
E_HOMO (alpha / beta) in eV: -9.75 / -10.10
Frontier orbital gap (alpha / beta) in eV: 8.1757 / 5.8258
Energy above the lowest of the compared OMol25 structures with the same formula, charge and spin in kcal per mole: 0.0